191
Properties=species:S:1:pos:R:3:forces:R:3 method="wB97M-V/def2-TZVPD" max_force_ev_per_a=1.36 e_above_lowest_kj_mol=74.4 energy_ev=-127204.229 homo_ev=-5.974 multiplicity=1 gap_ev=6.12
Ba 0.28721 -0.61004 -1.45091 0.282 -0.410 -0.195
C -2.33311 2.08900 -0.81783 0.487 0.196 0.068
Si -1.01274 1.89050 0.58948 0.413 -0.275 0.301
C -2.29884 2.20848 2.03486 0.243 -0.170 -0.371
C -2.52967 3.50328 2.49789 -0.107 0.169 0.019
C -3.46776 3.77477 3.47677 -0.023 0.061 -0.046
C -4.15114 2.73405 4.07870 -0.122 -0.003 0.141
C -3.93712 1.43878 3.64425 0.051 0.057 0.182
C -3.06034 1.17577 2.59647 -0.064 -0.185 -0.318
P -2.74164 -0.48640 1.88767 -0.150 -0.252 0.752
C -4.31752 -1.55612 1.83845 0.411 0.003 -0.157
C -5.57702 -1.29621 2.66909 0.115 0.218 0.165
C -6.36843 -0.07407 2.20572 -0.171 -0.117 -0.038
C -6.71637 -0.17294 0.72702 0.129 0.220 0.045
C -5.43903 -0.36948 -0.07860 -0.174 -0.213 -0.082
C -4.72442 -1.64053 0.36151 0.155 0.063 -0.091
C -1.76299 -1.18132 3.34818 -0.131 -0.044 -0.615
C -2.54773 -1.68843 4.55660 0.224 0.270 0.077
C -1.59658 -2.28890 5.59205 -0.244 -0.259 -0.046
C -0.81679 -3.45006 4.98439 0.222 0.247 0.128
C 0.01669 -2.93763 3.81814 -0.183 -0.217 -0.120
C -0.87390 -2.28194 2.77022 0.235 0.093 0.213
C -0.07607 3.59151 0.70970 -0.547 -0.316 -0.252
C -0.70593 4.62376 0.00125 -0.128 0.158 -0.007
C -0.34959 5.95273 0.08772 -0.133 0.045 0.060
C 0.73950 6.30159 0.86484 -0.222 0.145 0.031
C 1.42383 5.30140 1.51219 0.138 0.110 0.089
C 1.02524 3.95373 1.48736 0.508 -0.191 -0.016
P 2.29391 3.20018 2.65534 -0.226 -0.236 0.550
C 1.33369 3.62725 4.21228 0.363 -0.096 -0.283
C 2.24415 3.64844 5.44850 -0.053 -0.013 0.081
C 1.43412 3.42050 6.72732 0.018 0.256 0.063
C 0.07667 4.10909 6.62348 -0.009 -0.170 0.101
C -0.78347 3.46136 5.53005 -0.007 -0.029 0.037
C 0.07505 2.80303 4.44624 -0.073 0.194 -0.046
C 2.77772 1.35090 2.87690 -0.200 0.531 -0.134
C 2.35184 0.46366 4.04603 0.053 0.068 0.104
C 3.27102 -0.78273 4.12938 0.187 -0.043 0.024
C 4.44246 -0.73703 3.15166 -0.104 -0.088 -0.027
C 3.93152 -0.54234 1.72212 -0.008 -0.034 0.062
C 2.75320 0.44538 1.65384 0.214 0.104 -0.152
H -3.06760 2.86301 -0.60066 -0.137 0.100 -0.044
H -2.87156 1.15081 -0.90958 -0.170 -0.306 0.022
H -1.88033 2.30471 -1.78409 0.076 0.105 -0.349
H -1.95653 4.32586 2.09596 -0.002 0.086 -0.033
H -3.64877 4.79781 3.77960 0.011 0.050 0.069
H -4.84966 2.92906 4.88169 -0.045 -0.006 0.032
H -4.46967 0.63715 4.13022 -0.067 -0.089 0.004
H -3.91932 -2.54268 2.12243 0.014 0.127 -0.013
H -5.33979 -1.21140 3.73071 -0.005 -0.070 0.028
H -6.21923 -2.17880 2.55730 0.006 -0.012 0.066
H -5.78791 0.83593 2.35905 -0.097 -0.044 0.006
H -7.28061 0.00943 2.80154 0.010 0.057 0.052
H -7.22833 0.73810 0.40613 -0.063 -0.066 -0.017
H -7.39067 -1.01657 0.55837 -0.068 -0.039 -0.061
H -4.77676 0.48501 0.08524 0.023 0.120 -0.077
H -5.67400 -0.42052 -1.14325 0.067 0.057 -0.083
H -3.83353 -1.80306 -0.25406 -0.093 -0.082 0.000
H -5.39056 -2.49667 0.21893 -0.026 -0.076 -0.044
H -1.12757 -0.34348 3.66944 -0.054 -0.015 -0.065
H -3.25977 -2.45814 4.25085 -0.089 -0.021 -0.030
H -3.10413 -0.86741 5.01261 -0.089 -0.020 -0.046
H -2.16621 -2.62766 6.46045 0.023 0.049 0.055
H -0.89565 -1.52008 5.93019 0.014 0.032 0.069
H -1.50927 -4.21524 4.62743 -0.071 -0.102 0.025
H -0.16975 -3.90590 5.73614 -0.021 -0.083 0.009
H 0.57845 -3.75296 3.35787 0.115 0.009 0.008
H 0.72916 -2.20405 4.19844 0.090 0.037 -0.004
H -1.51760 -3.04061 2.32323 0.018 -0.051 -0.050
H -0.25150 -1.86107 1.97070 -0.066 -0.042 -0.052
H -1.55091 4.37581 -0.62007 -0.193 0.006 -0.095
H -0.91399 6.70600 -0.44575 -0.023 0.048 -0.093
H 1.05947 7.33177 0.94742 0.049 0.032 0.011
H 2.30784 5.56709 2.08645 -0.016 0.028 -0.058
H 0.99929 4.65681 4.02650 0.077 -0.119 -0.049
H 2.73512 4.62185 5.49935 0.091 0.022 0.003
H 3.03822 2.90282 5.37237 0.056 0.038 0.010
H 1.98496 3.81507 7.58146 0.060 -0.108 0.099
H 1.28144 2.35300 6.89752 0.015 -0.089 0.047
H 0.23096 5.16637 6.39701 0.042 0.077 0.046
H -0.44332 4.05616 7.58249 0.005 0.112 -0.008
H -1.43514 4.21308 5.08297 -0.022 -0.032 0.005
H -1.42788 2.69919 5.97196 -0.129 0.019 -0.007
H -0.48796 2.72575 3.51631 0.060 -0.106 0.143
H 0.32774 1.79647 4.76204 0.059 -0.138 -0.030
H 3.83165 1.60718 3.06582 -0.157 -0.110 -0.094
H 1.32259 0.13455 3.89691 -0.130 0.078 0.043
H 2.40440 1.00030 4.98953 -0.141 0.037 0.050
H 2.69836 -1.68417 3.90764 -0.027 -0.033 0.067
H 3.66029 -0.88486 5.14514 -0.107 -0.101 -0.007
H 4.99897 -1.67524 3.20751 0.070 0.059 0.046
H 5.13363 0.06070 3.43132 0.051 -0.031 -0.015
H 3.59241 -1.50611 1.34583 0.158 -0.078 -0.109
H 4.75129 -0.19710 1.08681 -0.026 -0.076 -0.104
H 1.81022 -0.10594 1.66458 -0.186 0.058 -0.022
H 2.78062 1.00328 0.72069 -0.090 -0.081 -0.062
C -0.14819 -4.08601 -2.40923 0.267 0.608 -0.410
C 1.23614 -3.71859 -2.59697 -0.477 0.342 0.044
C 1.93558 -4.29986 -1.47833 0.252 0.435 -0.156
C 0.99169 -4.97263 -0.70892 -0.306 -0.217 0.262
C -0.28641 -4.86670 -1.27948 -0.170 0.017 0.571
C -1.53684 -5.54436 -0.77133 -0.095 0.004 0.011
C -2.79368 -4.86973 -1.32841 0.224 -0.130 0.096
C -1.61098 -5.48478 0.75713 0.014 0.016 -0.271
C -1.52200 -7.01767 -1.20148 -0.069 0.172 0.045
C 3.38723 -4.20320 -1.01771 0.216 -0.098 0.099
C 3.50231 -4.61891 0.46207 0.022 0.065 -0.204
C 4.32800 -5.14338 -1.79113 -0.090 0.162 0.069
C 3.93682 -2.77075 -1.09731 -0.039 -0.255 -0.086
C 1.69374 -3.52047 -4.04211 0.148 -0.165 -0.196
C 1.88889 -4.93154 -4.63090 0.053 0.228 -0.098
C 2.97839 -2.71135 -4.23886 -0.159 -0.209 -0.020
C 0.63491 -2.81370 -4.89938 0.195 -0.217 0.196
H -0.92802 -3.90991 -3.13092 -0.143 0.009 -0.124
H 1.19687 -5.49949 0.20370 0.054 -0.034 0.244
H -2.76471 -3.80001 -1.12161 -0.062 0.110 0.000
H -3.68271 -5.29079 -0.86048 -0.135 -0.037 0.005
H -2.86968 -5.01950 -2.40184 -0.043 0.046 -0.202
H -1.61382 -4.44623 1.07392 -0.043 0.051 0.088
H -0.75936 -5.98131 1.21117 0.139 -0.058 0.117
H -2.52083 -5.96840 1.11382 -0.089 -0.046 0.071
H -1.43866 -7.09999 -2.28247 0.004 -0.010 -0.143
H -2.43536 -7.51814 -0.88183 -0.120 -0.130 0.049
H -0.66997 -7.52701 -0.75875 0.111 -0.094 0.039
H 3.27180 -5.67390 0.59125 -0.076 -0.062 0.078
H 2.82598 -4.03088 1.08216 -0.025 0.016 0.109
H 4.52534 -4.46131 0.80905 0.042 0.010 0.010
H 4.03632 -6.17912 -1.63060 -0.045 -0.112 -0.022
H 5.35334 -5.01701 -1.44088 0.123 -0.026 0.040
H 4.31729 -4.95121 -2.85891 0.001 0.015 -0.139
H 3.18882 -2.06044 -0.74420 0.036 0.126 0.094
H 4.21036 -2.49892 -2.10564 -0.026 0.162 -0.162
H 4.83433 -2.68187 -0.48468 0.040 0.101 0.106
H 2.61117 -5.49344 -4.04872 0.108 -0.093 0.069
H 2.23125 -4.88839 -5.66453 0.072 -0.002 -0.209
H 0.94764 -5.47455 -4.59975 -0.116 -0.067 0.017
H 3.84079 -3.24551 -3.85848 0.156 0.063 0.082
H 2.89733 -1.74070 -3.74738 0.107 0.141 0.080
H 3.14964 -2.54453 -5.30348 0.011 0.023 -0.116
H -0.29540 -3.37002 -4.93519 -0.176 -0.005 0.007
H 1.00079 -2.72188 -5.92208 0.039 0.043 -0.105
H 0.43983 -1.81386 -4.51618 -0.124 0.189 -0.003
C -2.67460 -1.10335 -6.16067 0.322 -0.161 0.268
P -2.15989 -0.39309 -4.52730 -1.273 -0.139 -0.064
C -3.75281 -0.67616 -3.62951 0.344 -0.002 -0.008
C -2.29216 1.36970 -5.01392 0.209 -0.081 0.231
C -3.48707 2.02888 -5.26108 -0.094 0.006 -0.022
C -3.48356 3.32848 -5.73426 -0.085 0.000 -0.006
C -2.28028 3.97802 -5.95632 0.003 0.052 -0.080
C -1.08402 3.34112 -5.67609 0.128 0.071 -0.059
C -1.07678 2.03560 -5.20323 -0.044 -0.246 0.362
P 0.42641 1.07752 -4.76275 0.982 0.893 -0.309
C 0.85466 0.42700 -6.44171 -0.082 -0.198 0.391
C 1.72468 2.39199 -4.71171 -0.290 -0.143 0.119
H -3.66657 -0.75069 -6.44131 -0.011 0.056 0.042
H -2.68451 -2.18844 -6.07757 -0.015 -0.107 -0.089
H -1.96527 -0.81470 -6.93279 0.031 -0.038 -0.062
H -4.63019 -0.52366 -4.25622 -0.040 0.069 -0.005
H -3.79119 -0.01681 -2.76339 -0.096 0.001 0.079
H -3.75574 -1.70936 -3.28027 -0.035 -0.032 0.054
H -4.42908 1.53094 -5.08580 -0.102 -0.062 -0.009
H -4.41798 3.83260 -5.93649 -0.050 0.027 -0.002
H -2.27351 4.97933 -6.36335 0.002 0.088 0.062
H -0.15788 3.87183 -5.83774 0.093 0.044 0.007
H 0.76217 1.20906 -7.19576 -0.008 0.031 0.058
H 0.20995 -0.40961 -6.69713 0.031 -0.089 -0.091
H 1.88471 0.07525 -6.39683 0.037 -0.102 -0.096
H 1.58310 3.01738 -3.83244 0.043 0.030 -0.008
H 1.75384 3.00173 -5.61297 0.017 0.028 -0.061
H 2.68266 1.88899 -4.59870 0.093 -0.064 0.020
C 5.31628 0.69789 -3.37608 -0.271 -0.159 0.030
C 4.40333 1.26755 -2.31083 0.850 0.181 -0.300
O 3.34030 0.75932 -2.01464 -1.034 -0.541 0.223
N 4.89996 2.35653 -1.68782 0.047 0.191 0.045
C 4.19602 3.04351 -0.62371 -0.224 0.001 0.169
C 3.44915 4.26047 -1.10519 0.338 0.217 0.105
C 3.97821 5.53796 -0.97520 -0.122 -0.035 -0.017
C 3.23680 6.61578 -1.43234 -0.069 -0.118 -0.186
C 2.00174 6.37594 -2.01103 0.303 -0.001 -0.039
C 1.56763 5.06178 -2.10239 0.070 0.206 -0.200
N 2.26998 4.03166 -1.66938 -0.080 -0.359 -0.051
H 4.76007 -0.01618 -3.97561 -0.047 -0.027 -0.050
H 6.13608 0.16557 -2.89665 0.086 0.003 0.029
H 5.72272 1.47634 -4.01644 0.076 0.077 -0.034
H 5.76467 2.76015 -2.01119 -0.076 -0.146 -0.081
H 4.90435 3.31269 0.16192 -0.067 -0.052 0.012
H 3.45832 2.34270 -0.23218 0.203 0.202 0.012
H 4.94174 5.68694 -0.51215 0.100 -0.007 0.089
H 3.62199 7.61961 -1.33552 -0.001 0.117 0.003
H 1.38598 7.18474 -2.36956 -0.098 0.079 -0.035
H 0.60841 4.81810 -2.53990 -0.116 0.092 -0.063